This record from the OMol25 dataset describes a gas-phase ion, C4H7N2 (charge +1) in a non-equilibrium geometry. The level of theory is ωB97M-V/def2-TZVPD.

As for the SMILES: Cc1c[nH]c[nH+]1. The spin multiplicity is 1. As for the total charge: +1.

Element x y z (Å)
1 C -1.7266 -0.7861 0.9528
2 C -0.5585 -0.1453 0.4293
3 C -0.4922 0.8173 -0.5376
4 N 0.7580 0.6989 -1.2549
5 C 1.4962 0.0513 -0.3152
6 N 0.7455 -0.4537 0.6245
7 H -2.6012 -0.6093 0.3185
8 H -1.6754 -1.8554 1.0453
9 H -2.0849 -0.4132 1.9659
10 H -1.1562 1.5740 -0.8666
11 H 1.0628 1.2606 -2.0962
12 H 2.5692 -0.0160 -0.3148
13 H 1.0473 -1.2799 1.1852

Here are the Mulliken charges for atoms 1 to 5, given in e: atom 1 (C): -1.19, atom 2 (C): 0.61, atom 3 (C): -0.50, atom 4 (N): -0.09, atom 5 (C): -0.24

***

This record from the OMol25 dataset describes 10 unconnected molecules or ions with the total composition C19H58N10O11 in a non-equilibrium geometry. The level of theory is ωB97M-V/def2-TZVPD.

As for the SMILES: NC(N)=O.NC(N)=O.NC(N)=O.NC(N)=O.NC(N)=O.CC(C)O.CC(C)O.CC(C)O.CC(C)O.OCCO. The spin multiplicity is 1.

Element x y z (Å)
1 N -10.7867 5.4422 -9.8935
2 C -11.8250 4.5219 -9.5526
3 N -13.1282 4.9095 -9.8128
4 O -11.5130 3.3655 -9.1257
5 H -11.0370 6.4200 -9.8553
6 H -9.8615 5.2095 -9.6250
7 H -13.8033 4.1701 -9.9789
8 H -13.2510 5.6404 -10.5098
9 N -17.6514 9.7749 -5.3942
10 C -16.6709 9.8739 -6.3105
11 N -16.1709 11.1461 -6.4263
12 O -16.2036 8.9126 -6.9934
13 H -17.7781 10.5161 -4.7475
14 H -17.9563 8.8466 -5.1049
15 H -15.5308 11.2795 -7.1587
16 H -16.5239 11.9382 -5.9417
17 N -19.4821 4.9959 -5.7706
18 C -18.9152 6.2567 -5.9859
19 N -18.4987 6.5730 -7.2572
20 O -18.9027 7.0532 -5.0174
21 H -19.7523 4.8177 -4.8309
22 H -19.2385 4.2071 -6.3429
23 H -18.2118 7.5324 -7.4994
24 H -18.5798 5.9595 -8.0924
25 N -11.8506 8.9390 -12.3658
26 C -11.6678 10.2556 -12.0551
27 N -10.7113 10.7963 -12.9183
28 O -12.1175 10.8263 -11.0653
29 H -11.5451 8.5147 -13.1895
30 H -12.5285 8.4006 -11.7975
31 H -9.9742 10.1459 -13.1515
32 H -10.3048 11.6198 -12.5311
33 N -15.4082 7.2394 -9.1815
34 C -14.4859 7.9215 -9.8871
35 N -14.1677 9.1782 -9.4019
36 O -13.9645 7.4606 -10.9239
37 H -15.4210 6.1957 -9.1501
38 H -15.7862 7.6806 -8.3155
39 H -14.7686 9.5359 -8.6453
40 H -13.4682 9.7834 -9.7719
41 C -15.6798 4.7110 -13.2568
42 C -16.5001 5.0341 -12.0351
43 C -17.8944 5.5386 -12.3132
44 O -16.4002 3.9998 -11.0427
45 H -14.6662 4.3749 -13.0198
46 H -15.5015 5.6475 -13.8411
47 H -16.2471 4.0507 -13.8984
48 H -15.9674 5.8395 -11.4855
49 H -18.5755 4.7436 -12.7659
50 H -17.9757 6.4287 -12.9341
51 H -18.4146 5.6974 -11.3534
52 H -16.9404 3.2327 -11.4123
53 C -11.0165 11.2351 -6.8585
54 C -12.3074 12.0603 -6.7121
55 C -12.0823 13.3916 -5.9261
56 O -12.9381 12.2596 -8.0278
57 H -10.7646 10.7878 -5.9230
58 H -10.1836 11.8559 -7.2279
59 H -11.1611 10.4313 -7.5672
60 H -13.0674 11.5198 -6.1430
61 H -11.7644 13.1499 -4.8914
62 H -12.8761 14.1182 -5.9585
63 H -11.1967 13.9545 -6.2955
64 H -12.3905 11.8356 -8.6943
65 C -20.0505 10.7638 -11.0896
66 C -19.4207 9.5592 -10.3353
67 C -17.9851 9.7096 -10.0101
68 O -20.1542 9.2913 -9.0885
69 H -20.0676 11.6333 -10.4339
70 H -21.0933 10.4613 -11.3845
71 H -19.4710 11.0540 -11.9505
72 H -19.6337 8.6589 -11.0282
73 H -17.9345 10.5253 -9.3261
74 H -17.3317 10.0918 -10.8015
75 H -17.5217 8.7805 -9.6044
76 H -21.0116 8.8650 -9.3282
77 C -22.1410 7.3244 -12.2748
78 C -22.9671 7.1159 -10.9246
79 C -22.4820 5.9317 -10.1297
80 O -22.8775 8.2348 -10.1157
81 H -22.5159 8.2298 -12.7117
82 H -22.3351 6.4748 -12.9495
83 H -21.0994 7.4299 -11.9845
84 H -24.0234 6.8943 -11.3405
85 H -21.3235 5.9822 -10.0176
86 H -22.7011 5.0204 -10.6969
87 H -23.0458 5.8359 -9.1455
88 H -22.9953 9.0582 -10.5957
89 O -14.0543 2.2328 -9.0031
90 C -14.3728 2.5336 -7.6367
91 C -15.7702 3.0673 -7.5401
92 O -15.9322 4.3112 -8.2542
93 H -13.0970 2.4521 -9.0877
94 H -14.3166 1.6103 -6.9988
95 H -13.6191 3.3044 -7.2974
96 H -16.0483 3.4485 -6.5037
97 H -16.5239 2.3729 -7.9274
98 H -16.2240 4.0334 -9.1398

Here are the Mulliken charges for atoms 1 to 5, given in e: atom 1 (N): -0.43, atom 2 (C): 0.51, atom 3 (N): 0.02, atom 4 (O): -0.74, atom 5 (H): 0.19

***

This record from the OMol25 dataset describes a molecular structure, C28H31N4PdSe. The level of theory is ωB97M-V/def2-TZVPD.

The spin multiplicity is 1. As for the total charge: -1.

Element x y z (Å)
1 Pd -0.5193 0.2845 -0.4625
2 C -0.1038 -2.9505 1.9581
3 C -0.4862 -2.9767 0.4836
4 C -1.8761 -2.4248 0.2107
5 N -1.9541 -0.9702 0.2518
6 C -3.0809 -0.3744 0.5188
7 C -4.2980 -1.0440 0.8486
8 C -5.3378 -0.5888 1.6325
9 C -5.5299 0.6417 2.2550
10 C -4.7646 1.7846 2.0438
11 C -3.7328 2.0113 1.1569
12 C -3.0865 1.1055 0.2678
13 N -2.4208 1.4228 -0.8136
14 C -2.4401 2.7636 -1.3543
15 C -1.0973 3.4895 -1.2604
16 C 0.0525 2.7202 -1.9323
17 N 0.6623 1.7732 -1.0241
18 C 1.7213 2.0480 -0.3077
19 C 2.3542 3.3213 -0.3047
20 C 3.6096 3.6923 0.1327
21 C 4.6342 2.9299 0.6757
22 C 4.5511 1.5759 0.9850
23 C 3.4756 0.7139 0.9632
24 C 2.1130 0.9367 0.5938
25 N 1.1319 0.1358 0.9272
26 C 1.4403 -0.9340 1.8600
27 C 0.2004 -1.5585 2.5024
28 H 0.7853 -3.5728 2.1123
29 H -0.9086 -3.4115 2.5424
30 H -0.4814 -4.0125 0.1308
31 H 0.2491 -2.4493 -0.1299
32 H -2.5656 -2.8574 0.9437
33 H -2.1930 -2.7378 -0.7889
34 H -4.3879 -2.0634 0.4983
35 H -6.1126 -1.3277 1.8207
36 H -6.3719 0.7267 2.9311
37 H -5.0612 2.6553 2.6229
38 H -3.3650 3.0295 1.1151
39 H -3.2284 3.3824 -0.9133
40 H -2.6781 2.6655 -2.4207
41 H -0.8407 3.6786 -0.2131
42 H -1.2126 4.4622 -1.7493
43 H 0.8037 3.4079 -2.3257
44 H -0.3331 2.1372 -2.7727
45 H 1.7610 4.1231 -0.7233
46 H 3.8361 4.7462 -0.0049
47 H 5.5779 3.4266 0.8643
48 H 5.4765 1.1230 1.3310
49 H 3.7001 -0.2958 1.2776
50 H 2.0887 -0.5319 2.6471
51 H 2.0218 -1.7158 1.3486
52 H -0.6504 -0.8899 2.3623
53 H 0.3677 -1.6352 3.5806
54 Se -0.4163 -1.0243 -2.8326
55 C 1.2268 -1.9612 -2.6130
56 C 1.3359 -3.3211 -2.9234
57 C 2.5214 -4.0118 -2.7162
58 C 3.6337 -3.3679 -2.1875
59 C 3.5427 -2.0153 -1.8820
60 C 2.3597 -1.3233 -2.0974
61 H 0.4689 -3.8358 -3.3198
62 H 2.5734 -5.0669 -2.9626
63 H 4.5562 -3.9105 -2.0192
64 H 4.3976 -1.4868 -1.4745
65 H 2.3045 -0.2673 -1.8668

Here are the Mulliken charges for atoms 1 to 5, given in e: atom 1 (Pd): 0.01, atom 2 (C): -1.16, atom 3 (C): 0.36, atom 4 (C): -1.07, atom 5 (N): 0.37

***

This record from the OMol25 dataset describes 4 unconnected molecules or ions with the total composition C2H8N2 in a non-equilibrium geometry. The level of theory is ωB97M-V/def2-TZVPD.

The spin multiplicity is 1.

Element x y z (Å)
1 C -0.2480 -0.3684 -0.1996
2 C -0.2229 0.9543 -0.1072
3 N 2.3969 0.6195 -1.8565
4 N -2.5091 -1.2285 1.8842
5 H -1.4951 -0.9315 1.4060
6 H 0.7582 -0.8206 -0.3131
7 H 2.1654 0.0910 -0.9065
8 H 0.7125 1.9277 1.1850
9 H 3.1889 1.0873 -2.4643
10 H 1.6282 1.5719 -1.9359
11 H -3.0229 -1.5169 0.7594
12 H -3.3522 -1.3858 2.5485

Here are the Mulliken charges for atoms 1 to 5, given in e: atom 1 (C): -0.43, atom 2 (C): -0.22, atom 3 (N): -0.63, atom 4 (N): -0.70, atom 5 (H): 0.32

***

no.,frontier orbital gap (eV)
1,10.28
2,9.90
3,6.21
4,5.79